A cluster of 12 separate species, C54H135N9O12 in total. Source: OMol25; level of theory: ωB97M-V/def2-TZVPD.

Each line ends with the Mulliken charge.
Atoms and positions in Å:
C: 6.780105 -5.071081 4.966290  -1.672
C: 5.289755 -4.562921 5.278720  1.581
C: 5.241315 -3.050981 5.077170  -1.941
C: 4.331175 -5.255791 4.292080  -1.050
C: 3.541015 -6.559551 4.752190  -0.751
C: 3.078345 -6.378311 6.266870  -1.199
C: 4.259165 -6.067121 7.221300  1.302
C: 3.597425 -5.726381 8.663830  -1.762
C: 5.158375 -7.273031 7.244180  -1.765
N: 4.956565 -4.879271 6.659030  0.473
O: 5.723255 -4.326241 7.629520  -0.538
H: 7.557505 -4.638311 5.595940  0.325
H: 6.893705 -6.144881 5.115090  0.370
H: 7.057565 -5.011961 3.913860  0.442
H: 4.217925 -2.773401 5.329600  0.477
H: 5.874745 -2.488601 5.763170  0.355
H: 5.475485 -2.705621 4.070200  0.390
H: 3.653825 -4.591911 3.754890  0.416
H: 5.006915 -5.612311 3.514670  0.266
H: 2.709895 -6.722071 4.065950  0.412
H: 4.271705 -7.350181 4.581590  0.345
H: 2.450025 -7.246091 6.467540  0.471
H: 2.403055 -5.549731 6.480230  0.425
H: 4.310525 -5.365271 9.404900  0.413
H: 3.143245 -6.646811 9.030770  0.399
H: 2.759595 -5.029221 8.674280  0.379
H: 4.598675 -8.155031 7.555490  0.369
H: 5.991675 -7.088511 7.922160  0.440
H: 5.778585 -7.584461 6.403670  0.299
H: 5.292955 -3.560001 8.015950  0.328
C: 9.335615 -2.612741 -3.144800  -1.896
C: 8.873665 -4.026651 -2.725550  1.769
C: 9.387505 -4.281521 -1.273040  -1.701
C: 7.293145 -3.956861 -2.703620  -1.344
C: 6.476295 -5.229871 -2.548960  -0.606
C: 6.954275 -6.158431 -3.681260  -1.289
C: 8.540525 -6.373241 -3.674460  1.706
C: 8.821295 -7.388881 -2.538780  -1.918
C: 8.900245 -6.982791 -4.976680  -1.808
N: 9.204775 -5.037091 -3.683210  -0.029
O: 10.589755 -5.207421 -3.696580  -0.450
H: 10.412845 -2.522871 -3.004820  0.358
H: 9.169655 -2.554551 -4.220520  0.482
H: 8.796645 -1.894281 -2.527200  0.366
H: 8.932765 -3.653661 -0.506820  0.390
H: 9.325665 -5.311261 -0.921030  0.298
H: 10.464565 -4.194091 -1.130230  0.448
H: 7.044775 -3.317821 -1.856250  0.493
H: 6.925205 -3.372051 -3.546670  0.362
H: 6.535955 -5.659291 -1.548890  0.307
H: 5.406215 -5.029831 -2.603880  0.403
H: 6.662285 -5.775711 -4.659200  0.414
H: 6.457165 -7.120981 -3.560900  0.437
H: 8.479275 -7.205921 -1.520130  0.352
H: 9.830235 -7.792801 -2.455160  0.444
H: 8.352095 -8.318361 -2.861310  0.497
H: 9.950355 -6.872871 -5.247390  0.374
H: 8.264955 -6.581521 -5.766290  0.358
H: 8.713005 -8.056401 -4.996880  0.402
H: 10.783815 -5.577421 -2.832270  0.379
C: -4.028355 1.121859 0.117160  -2.077
C: -2.648395 1.791159 0.125920  1.287
C: -2.837815 3.150139 -0.509510  -1.615
C: -2.434875 1.961199 1.630040  -1.298
C: -0.962215 2.398789 2.036860  -0.735
C: 0.015905 1.324869 1.548820  -1.258
C: -0.186565 0.941499 0.017650  1.870
C: 0.510605 2.086529 -0.773570  -1.786
C: 0.553875 -0.337221 -0.171000  -2.094
N: -1.619955 0.824359 -0.407360  0.321
O: -1.937585 0.488829 -1.615400  -0.450
H: -4.122705 0.120789 0.537940  0.458
H: -4.682725 1.666429 0.797860  0.442
H: -4.541885 1.133769 -0.844220  0.482
H: -1.821625 3.533409 -0.416970  0.369
H: -3.064105 3.084199 -1.573720  0.345
H: -3.656435 3.557719 0.083650  0.432
H: -3.110955 2.744639 1.972430  0.446
H: -2.718435 0.977589 2.004470  0.516
H: -0.853305 3.450719 1.772910  0.358
H: -0.930255 2.328139 3.124100  0.387
H: -0.100165 0.402449 2.117820  0.444
H: 1.038495 1.643619 1.750800  0.375
H: 0.614225 3.041749 -0.258870  0.319
H: -0.090475 2.326679 -1.650580  0.362
H: 1.463895 1.931439 -1.278820  0.434
H: 0.528625 -0.664511 -1.210390  0.430
H: 0.044905 -1.162431 0.327080  0.492
H: 1.607635 -0.232851 0.087480  0.401
H: -2.570295 -0.231101 -1.560860  0.341
C: -5.190665 13.756959 -3.385800  -0.656
O: -4.746685 13.126899 -2.100860  -0.365
C: -4.004775 11.900529 -2.321640  -0.677
C: -3.732605 11.038739 -1.055680  0.459
C: -3.053845 9.677469 -1.379120  -1.347
N: -4.925545 10.655479 -0.234290  -0.642
H: -6.204395 13.519529 -3.708410  0.251
H: -4.422325 13.501829 -4.115640  0.312
H: -5.141195 14.834259 -3.227450  0.247
H: -4.671155 11.186599 -2.805740  0.365
H: -3.062325 11.994449 -2.861150  0.365
H: -3.067345 11.602419 -0.401620  0.276
H: -2.213545 9.751529 -2.069430  0.358
H: -3.737825 8.873139 -1.649880  0.286
H: -2.671465 9.290709 -0.434500  0.340
H: -5.616215 11.366939 -0.426350  0.245
H: -4.869725 10.597339 0.772490  0.197
C: 9.223975 1.843699 2.824700  -0.730
O: 9.825685 0.564569 2.886850  -0.332
C: 11.081275 0.463109 3.441860  -0.761
C: 12.176155 0.416739 2.390630  0.408
C: 13.438315 -0.403461 2.770470  -1.438
N: 12.658185 1.757329 1.931920  -0.673
H: 8.143505 1.784659 2.693560  0.248
H: 9.573135 2.299269 1.898070  0.293
H: 9.364785 2.478639 3.699420  0.300
H: 11.351865 1.260089 4.134460  0.371
H: 11.237985 -0.421561 4.059040  0.399
H: 11.684765 -0.155071 1.603450  0.313
H: 13.659585 -0.369161 3.837230  0.328
H: 14.314995 -0.289481 2.132870  0.381
H: 13.172225 -1.458131 2.700040  0.376
H: 12.968295 2.156629 2.806270  0.260
H: 13.378805 1.639589 1.234110  0.257
C: 4.534495 6.247469 2.593310  -0.777
O: 5.271045 5.958559 1.381060  -0.253
C: 5.157555 6.933429 0.371440  -0.716
C: 6.188575 6.490639 -0.667170  0.654
C: 6.543555 7.659339 -1.628820  -1.482
N: 5.684975 5.410569 -1.477590  -0.764
H: 5.121565 6.794999 3.330640  0.285
H: 4.539195 5.242809 3.016100  0.257
H: 3.523585 6.631159 2.455660  0.300
H: 4.138905 6.841619 -0.005410  0.389
H: 5.427655 7.953309 0.645260  0.320
H: 7.133725 6.272409 -0.169990  0.155
H: 5.661145 8.135249 -2.056570  0.315
H: 7.009345 7.395799 -2.578390  0.402
H: 7.321225 8.384559 -1.389260  0.405
H: 5.475095 4.682439 -0.809860  0.270
H: 6.410275 5.005439 -2.051960  0.239
C: -11.754615 -1.841961 -1.752770  -0.807
O: -10.845745 -0.876271 -2.186910  -0.331
C: -11.128495 -0.237111 -3.418450  -0.716
C: -9.908835 0.172579 -4.193460  0.282
C: -10.235565 0.491699 -5.673720  -1.351
N: -9.000095 -0.855411 -4.288520  -0.682
H: -11.730735 -1.882691 -0.663790  0.258
H: -11.706855 -2.856391 -2.148690  0.336
H: -12.767285 -1.664061 -2.114640  0.346
H: -11.723395 -0.970471 -3.962850  0.478
H: -11.758475 0.638129 -3.259760  0.259
H: -9.367975 1.030619 -3.794280  0.312
H: -10.570925 -0.258161 -6.390200  0.350
H: -9.567005 1.227969 -6.119840  0.322
H: -11.162065 1.063849 -5.722040  0.373
H: -8.876445 -1.101901 -3.316900  0.281
H: -9.539665 -1.627481 -4.653050  0.293
C: -11.412845 2.456119 1.784650  -0.775
O: -12.139365 2.596339 3.020910  -0.369
C: -13.342865 1.961849 2.993230  -0.679
C: -14.106575 2.246209 4.230820  0.672
C: -15.513325 1.822649 4.242580  -1.600
N: -13.971045 3.609309 4.683340  -0.794
H: -11.909775 2.744719 0.858430  0.300
H: -11.071385 1.425899 1.885450  0.327
H: -10.510255 3.066629 1.811350  0.284
H: -13.911195 2.260749 2.112450  0.377
H: -13.157885 0.889659 3.058590  0.332
H: -13.671525 1.630169 5.017790  0.205
H: -16.093225 2.234979 5.068300  0.386
H: -15.573845 0.740409 4.127720  0.370
H: -15.996565 2.233739 3.356260  0.350
H: -12.992575 3.750639 4.476670  0.361
H: -14.392395 4.238389 4.014900  0.256
C: -2.716185 -8.750251 0.347130  -0.721
O: -3.159505 -7.508601 -0.048190  -0.290
C: -4.251905 -7.475511 -0.894980  -0.855
C: -4.763975 -5.995041 -1.198910  0.450
C: -6.127105 -5.808631 -1.852460  -1.328
N: -3.777755 -5.325701 -1.983860  -0.722
H: -2.208465 -9.194821 -0.508840  0.298
H: -3.579705 -9.385771 0.543440  0.307
H: -2.052995 -8.673351 1.208750  0.224
H: -4.002355 -7.976851 -1.830120  0.363
H: -5.045475 -8.167201 -0.612300  0.445
H: -4.793415 -5.471371 -0.243400  0.296
H: -6.308525 -4.750031 -1.666570  0.322
H: -6.905585 -6.478331 -1.486990  0.350
H: -6.060265 -5.876951 -2.938260  0.308
H: -3.400455 -5.933071 -2.697200  0.257
H: -2.937455 -5.197221 -1.438430  0.296
C: -4.850995 2.460179 -6.797900  -0.558
O: -5.411375 1.283759 -7.129890  -0.472
H: -5.032785 2.797709 -5.777540  0.254
H: -3.764585 2.449549 -6.885630  0.227
H: -5.312035 3.224479 -7.423510  0.231
H: -5.629605 0.833529 -6.310580  0.314
C: -1.934725 -2.458881 -6.987730  -0.485
O: -0.604975 -2.988651 -6.597850  -0.500
H: -1.913315 -1.369311 -6.965720  0.217
H: -2.192105 -2.715721 -8.015290  0.249
H: -2.716995 -2.843551 -6.333370  0.229
H: -0.457255 -2.580841 -5.741420  0.292
C: -8.787355 6.894479 -2.203260  -0.433
O: -8.456255 8.288659 -2.031600  -0.519
H: -9.304495 6.571329 -1.299800  0.203
H: -9.415245 6.681409 -3.068390  0.218
H: -7.835385 6.405119 -2.409090  0.219
H: -7.690145 8.469779 -1.482180  0.300

Atoms 1-3, force components in eV/Å:
C -0.5 -0.5 0.0
C 2.1 -0.8 0.1
C -0.6 0.3 0.5

Computed properties:
Largest force on an atom = 0.1414 Eh/bohr
E_LUMO = 0.09 eV
Charge = 0
Relative energy (zero: lowest compared OMol25 entry of this formula, charge and spin) = 553.4 kJ/mol